Here is C37H34CdCl3N4P2S5 as an isolated structure in a non-equilibrium geometry from the Open Molecules 2025 dataset. Energies are from ωB97M-V/def2-TZVPD.

XYZ file:
```
86
Properties=species:S:1:pos:R:3:mulliken_charge:R:1
Cd 1.668 -0.286 -0.618 1.735
C 4.941 -3.418 -3.881 -0.598
S 5.659 -1.919 -3.152 -0.131
C 4.230 -1.041 -2.547 0.460
S 2.666 -1.567 -2.892 -0.563
N 4.574 0.042 -1.930 -1.544
N 3.775 0.682 -1.113 0.807
C 3.834 1.964 -0.986 -0.934
C 3.061 2.631 0.026 1.042
C 3.034 4.033 0.100 -0.936
C 2.280 4.641 1.079 -0.326
C 1.573 3.846 1.970 -1.006
C 1.641 2.472 1.811 0.050
N 2.362 1.874 0.883 0.163
H 5.343 -3.541 -4.882 0.371
H 3.858 -3.287 -3.910 0.239
H 5.205 -4.270 -3.263 0.077
H 4.442 2.571 -1.656 0.274
H 3.584 4.620 -0.620 0.394
H 2.229 5.719 1.153 0.424
H 0.972 4.285 2.751 0.427
H 1.082 1.816 2.465 0.288
S 0.809 1.825 -2.567 -0.513
P -0.680 1.374 -1.352 2.444
C -0.324 0.378 0.035 -1.853
P -1.114 -1.172 0.075 1.712
S -0.361 -2.781 -0.789 -0.465
C -1.183 -1.531 1.878 0.237
C -0.881 -0.559 2.820 0.588
C -0.921 -0.857 4.171 -0.757
C -1.278 -2.130 4.589 -0.613
C -1.589 -3.102 3.650 -0.688
C -1.538 -2.804 2.302 -0.746
C -2.920 -1.126 -0.227 0.354
C -3.710 -0.300 0.562 -0.442
C -5.072 -0.236 0.346 -0.684
C -5.650 -0.995 -0.658 -0.668
C -4.864 -1.820 -1.444 -0.575
C -3.501 -1.892 -1.227 -0.430
C -2.116 0.902 -2.376 0.300
C -1.885 -0.106 -3.306 -0.602
C -2.904 -0.524 -4.137 -0.787
C -4.158 0.058 -4.039 -0.649
C -4.388 1.059 -3.112 -0.532
C -3.370 1.486 -2.279 -0.412
C -1.217 2.990 -0.649 -0.102
C -1.687 3.078 0.653 0.196
C -1.969 4.311 1.213 -0.880
C -1.769 5.469 0.480 -0.471
C -1.300 5.387 -0.822 -0.779
C -1.031 4.155 -1.386 -0.622
H -0.603 0.428 2.477 -0.426
H -0.685 -0.092 4.901 0.368
H -1.299 -2.365 5.645 0.350
H -1.864 -4.101 3.963 0.382
H -1.755 -3.560 1.560 0.376
H -3.248 0.283 1.346 0.061
H -5.686 0.410 0.957 0.416
H -6.716 -0.936 -0.830 0.377
H -5.320 -2.404 -2.230 0.453
H -2.872 -2.544 -1.818 0.389
H -0.896 -0.549 -3.372 0.282
H -2.722 -1.304 -4.863 0.413
H -4.961 -0.273 -4.685 0.386
H -5.365 1.516 -3.037 0.428
H -3.550 2.270 -1.554 0.409
H -1.824 2.167 1.218 0.168
H -2.334 4.374 2.229 0.425
H -1.981 6.432 0.926 0.360
H -1.131 6.290 -1.392 0.392
H -0.657 4.073 -2.398 0.401
C 2.976 -0.369 3.673 -0.817
S 3.087 -1.474 2.235 0.102
C 1.964 -2.781 2.805 -0.224
H 3.389 -0.866 4.549 0.456
H 1.936 -0.095 3.829 -0.038
H 3.567 0.505 3.426 0.343
H 1.129 -2.322 3.321 -0.269
H 2.495 -3.469 3.457 0.505
H 1.596 -3.306 1.930 0.163
Cl 3.746 -6.014 -1.687 -0.095
C 4.158 -5.053 -0.243 0.648
Cl 3.691 -5.977 1.211 -0.127
Cl 5.910 -4.714 -0.201 -0.082
C 3.461 -3.798 -0.262 -0.414
N 2.930 -2.784 -0.281 0.161
```

As for the HOMO-LUMO gap: 6.42 eV. Its total charge is -1. The calculation puts the relative energy (zero: lowest compared OMol25 entry of this formula, charge and spin) at 145.3 kJ/mol. The calculation puts the energy at -159768.68082 eV.